Entry 1:
Below is C23H33BrN4O2PbS4Si2 as an isolated structure, with properties calculated with ωB97M-V/def2-TZVPD.

```
70
Properties=species:S:1:pos:R:3:forces:R:3:lowdin_charge:R:1
Pb 0.12372 -0.00445 0.46204 -2.237 0.846 0.494 1.167
C 5.69989 1.16998 -1.51613 0.028 -0.155 -0.087 -0.029
C 4.83394 1.33097 -0.31105 -0.058 0.070 0.152 -0.241
C 5.29834 1.95100 0.84630 -0.226 -0.072 -0.117 -0.012
C 4.46941 2.08870 1.94486 -0.082 -0.092 0.125 -0.086
C 3.19536 1.55586 1.84593 0.052 -0.028 -0.248 -0.737
Br 1.99790 1.65671 3.31590 0.017 -0.015 0.105 0.758
N 2.73351 0.96992 0.76365 0.345 0.289 0.458 -0.071
C 3.52338 0.86074 -0.29163 0.392 0.290 -0.002 -0.122
H 6.58012 1.80508 -1.45293 0.020 0.067 -0.053 0.083
H 5.14455 1.41347 -2.42015 0.045 0.017 -0.093 0.090
H 6.03796 0.13640 -1.59310 0.066 0.073 -0.114 0.059
H 6.30719 2.33535 0.88434 0.093 0.056 -0.020 0.119
H 4.79223 2.58298 2.84726 0.034 0.005 0.066 0.103
H 3.06996 0.39321 -1.15555 0.037 -0.051 -0.237 0.108
C -2.75067 3.04703 3.07670 0.096 -0.030 -0.693 -0.168
Si -2.14100 2.73443 1.29089 0.024 0.148 -0.019 0.416
C -0.42762 3.55362 1.12822 -0.474 -0.328 0.183 -0.186
C -3.21338 3.69217 0.01094 0.181 -0.461 0.502 -0.168
N -2.01554 1.03972 0.94599 1.417 1.018 -0.112 -0.215
C -3.08543 0.21324 0.86810 -0.885 -0.864 -0.114 -0.370
C -4.41391 0.61304 1.10507 0.469 -0.038 0.017 -0.072
C -5.46127 -0.27754 1.08164 -0.382 -0.556 -0.094 -0.122
C -5.23824 -1.62168 0.79261 -0.537 0.318 0.120 -0.126
C -3.96318 -2.04129 0.49578 0.382 0.266 0.069 -0.074
C -2.87927 -1.16005 0.50827 -1.066 0.514 0.188 -0.354
N -1.62509 -1.55188 0.16544 1.502 -0.540 -0.683 -0.270
Si -1.09965 -3.07478 -0.36794 0.154 0.051 0.189 0.306
C -1.82074 -4.01125 -1.87194 0.062 0.452 0.576 -0.192
C -0.84833 -4.27410 1.09751 0.168 0.283 -0.631 -0.186
C 2.12209 -4.47738 -0.76282 0.176 -0.127 0.276 -0.137
H -2.73964 4.10453 3.32211 0.025 0.269 0.006 0.020
H -2.09859 2.53918 3.78178 0.172 -0.135 0.066 0.021
H -3.75802 2.68144 3.24527 -0.188 -0.097 -0.002 0.014
H -0.52401 4.52566 0.65384 -0.077 0.205 -0.112 0.024
H 0.25599 2.96383 0.52681 0.206 -0.099 -0.156 -0.024
H 0.02458 3.71176 2.09989 0.158 -0.002 0.229 -0.006
H -3.51490 4.65721 0.40665 -0.029 0.238 0.118 0.022
H -4.11438 3.15745 -0.26915 -0.194 -0.124 -0.041 0.013
H -2.64580 3.87603 -0.89770 0.192 -0.001 -0.118 -0.004
H -4.61158 1.64406 1.34712 -0.054 0.185 0.060 0.070
H -6.46469 0.06682 1.28761 -0.078 0.037 0.049 0.092
H -6.05857 -2.32458 0.79742 -0.073 -0.050 -0.021 0.090
H -3.76669 -3.07755 0.26354 -0.068 -0.261 -0.071 0.080
H -2.90260 -4.07239 -1.82367 -0.258 -0.035 0.091 0.018
H -1.43518 -5.02642 -1.91726 0.137 -0.154 0.091 0.024
H -1.56833 -3.52244 -2.80773 0.078 0.178 -0.069 0.014
H -1.80096 -4.35378 1.61317 -0.320 0.034 -0.006 0.032
H -0.13877 -3.88181 1.82129 -0.006 0.038 -0.049 -0.028
H -0.53966 -5.27614 0.81578 -0.003 -0.188 -0.100 0.021
H 1.72718 -4.80001 -1.72296 -0.003 0.020 -0.064 0.088
H 3.09315 -4.94427 -0.60042 0.018 -0.099 0.032 0.088
H 1.44888 -4.78489 0.03007 -0.109 -0.039 0.073 0.059
O 6.04886 -2.09407 -1.29659 0.043 -0.080 0.078 -0.040
C 4.92743 -2.30481 -0.93606 -0.145 -0.155 -0.126 -1.021
S 3.57175 -2.54589 -2.02186 -0.355 0.081 0.035 0.985
C 2.27930 -2.96174 -0.75127 -0.245 0.048 -1.370 -1.097
C 2.72564 -2.45542 0.57122 -0.219 0.560 1.804 -1.081
S 1.71793 -2.04956 1.82509 1.471 -0.856 -0.764 0.664
S 4.46061 -2.34911 0.78107 -0.257 0.089 0.335 1.003
S 0.74057 -2.12954 -1.34694 0.439 -0.927 -0.085 0.614
C -1.70346 1.16124 -2.51955 0.067 -0.039 0.085 0.016
C -0.50524 2.01207 -2.23957 -0.208 0.182 -0.351 -0.587
N -0.51746 3.26020 -2.73913 0.028 0.345 -0.117 0.185
O 0.45963 1.62004 -1.59282 0.325 -0.319 0.214 -0.110
H -2.32635 1.58111 -3.30312 -0.111 -0.047 -0.052 0.085
H -2.26902 1.07376 -1.59198 -0.135 0.012 0.099 0.071
H -1.37083 0.15988 -2.78315 0.001 -0.043 -0.082 0.087
H -1.30290 3.63282 -3.24364 0.021 -0.102 0.057 0.108
H 0.24987 3.87617 -2.51938 -0.058 -0.076 0.026 0.121
```
Positions in Å, forces in eV/Å.

Output
molar mass	869.09	g/mol
gap between HOMO and LUMO	4.5232	eV
lowest unoccupied orbital energy	-1.4	eV
E_tot	-168832.812	eV

=====

Entry 2:
Below is an isolated ion of composition C23H33ClN3O3 and charge +1, with properties calculated with ωB97M-V/def2-TZVPD.

```
63
Properties=species:S:1:pos:R:3:forces:R:3:lowdin_charge:R:1
C -5.27557 -0.32082 1.88372 0.093 -0.124 -0.403 -0.052
H -6.20879 0.06238 2.28550 -0.094 0.063 0.080 0.084
C -5.46021 -0.65612 0.40710 -0.346 0.173 0.372 -0.216
H -6.22142 -1.43262 0.29869 0.062 0.172 -0.045 0.131
H -5.77843 0.22222 -0.16420 0.020 -0.106 -0.022 0.123
O -4.29629 -1.22744 -0.17005 0.313 -0.205 -0.160 -0.032
C -3.30100 -0.44014 -0.62679 0.250 -0.118 -0.155 -0.189
C -3.22728 0.94044 -0.49486 -0.116 -0.166 -0.081 0.031
C -2.13228 1.66699 -0.95093 0.102 0.032 -0.199 -0.244
C -1.14603 1.00180 -1.66670 -0.265 -0.045 0.164 -0.586
C -1.18869 -0.37543 -1.80655 -0.174 -0.147 0.053 -0.019
C -2.21405 -1.10208 -1.23227 -0.078 0.259 0.120 -0.200
O -2.10764 -2.47766 -1.17742 -0.240 0.218 -0.306 -0.010
C -1.84875 -2.90750 0.15228 -0.069 0.053 0.283 -0.071
C -0.50872 -2.31378 0.58997 -0.228 -0.306 -0.166 -0.419
O -0.42953 -1.28052 1.25504 -0.019 0.154 0.255 0.037
N 0.55080 -2.97805 0.12982 0.228 -0.343 -0.128 0.099
H 0.39385 -3.76178 -0.48619 -0.114 0.028 0.102 0.162
C 1.92066 -2.56775 0.35144 0.114 0.249 -0.129 -0.156
H 1.92504 -1.96119 1.26005 0.076 -0.128 -0.056 0.108
H 2.52026 -3.46346 0.52200 -0.030 0.087 0.100 0.132
C 2.46874 -1.76266 -0.83208 0.057 -0.052 0.178 -0.116
C 3.71640 -0.97570 -0.51735 -0.045 0.008 -0.110 -0.254
C 3.99882 0.16209 -1.26931 0.104 -0.093 -0.004 -0.068
C 5.13708 0.90917 -1.02508 -0.044 0.031 -0.052 -0.070
C 6.01061 0.53350 -0.01819 0.059 0.005 0.061 -0.078
C 5.74030 -0.59603 0.73396 0.086 0.031 0.071 -0.073
C 4.60280 -1.34753 0.48588 -0.099 0.006 -0.046 -0.053
H 4.42357 -2.23520 1.07311 -0.023 -0.119 0.088 0.108
H 6.42116 -0.90283 1.51330 0.078 -0.023 0.072 0.108
H 6.90100 1.11179 0.17251 0.091 0.060 0.023 0.107
H 5.34259 1.78246 -1.62452 0.032 0.100 -0.061 0.109
H 3.32328 0.45833 -2.05911 -0.115 0.037 -0.095 0.110
H 1.69357 -1.06977 -1.17115 -0.011 -0.024 -0.017 0.098
H 2.68036 -2.44268 -1.66203 -0.114 0.008 -0.052 0.134
H -1.81621 -3.99738 0.12049 0.016 0.078 0.028 0.142
H -2.64140 -2.58086 0.83320 0.180 -0.053 -0.064 0.132
H -0.40492 -0.90198 -2.32750 0.108 -0.077 -0.029 0.121
Cl 0.20406 1.85849 -2.33125 0.139 0.079 -0.201 0.749
C -1.93715 3.08217 -0.48427 -0.088 0.036 -0.084 -0.175
N -0.91197 3.06851 0.56383 -0.152 0.335 0.082 -0.076
H -0.70241 4.02360 0.83660 0.013 -0.057 -0.010 0.131
C -1.24730 2.27107 1.73137 0.173 0.016 0.096 -0.180
H -1.66564 1.32230 1.38533 -0.028 0.043 0.142 0.110
H -1.99719 2.75516 2.37753 0.045 -0.148 -0.017 0.135
C -0.02094 1.96734 2.59379 -0.746 0.366 0.097 -0.108
N 0.92870 1.02734 1.95105 -0.255 -0.288 -0.033 -0.187
C 1.64790 1.67371 0.84278 0.353 0.255 -0.873 -0.007
H 0.92617 2.11890 0.15829 0.197 -0.133 0.221 0.038
H 2.26470 0.94939 0.31612 -0.024 -0.103 0.193 0.075
H 2.29359 2.45688 1.23710 0.000 -0.005 0.147 0.119
C 1.88206 0.49584 2.93802 0.400 -0.347 0.456 -0.001
H 2.65004 -0.08875 2.43399 -0.052 0.036 -0.105 0.089
H 1.36738 -0.13695 3.65824 -0.106 0.036 -0.050 0.113
H 2.36753 1.31622 3.46527 -0.077 0.072 -0.085 0.113
H 0.38420 0.21059 1.57321 0.229 0.218 0.135 0.121
H -0.36500 1.51703 3.52656 0.132 -0.019 -0.031 0.138
H 0.51912 2.88908 2.82433 0.106 -0.124 0.052 0.140
H -1.55995 3.71260 -1.29118 -0.110 0.003 0.038 0.110
H -2.89306 3.49528 -0.13217 0.032 -0.047 -0.076 0.125
H -4.01046 1.47840 0.01517 -0.084 0.030 0.120 0.119
H -5.00072 -1.21588 2.43617 0.010 -0.064 0.069 0.081
H -4.49771 0.42568 2.02854 0.048 0.086 0.050 0.061
```
Positions in Å, forces in eV/Å.

Output
molar mass	434.99	g/mol
gap between HOMO and LUMO	9.0961	eV
total charge	+1
lowest unoccupied orbital energy	-1.9	eV
structure (SMILES)	CCOc1cc(CNCC[NH+](C)C)c(Cl)cc1OCC(=O)NCCc1ccccc1
energy relative to the best compared isomer or geometry (same formula, charge and spin)	2.5	kcal/mol
E_tot	-47516.472	eV

=====

> Which of these has the lowest E_tot?

C23H33BrN4O2PbS4Si2